The following is a DFT calculation (ωB97M-V with the def2-TZVPD basis set) of a single C12H28N2S2 molecule in a non-equilibrium geometry.

Geometry as XYZ:
```
44
Properties=species:S:1:pos:R:3
H 3.962 1.700 4.226
C -0.568 0.150 -4.525
N -2.804 0.797 -2.302
C 3.366 2.426 4.767
H 2.546 1.139 2.254
S -1.144 -1.941 1.467
H 3.949 3.386 4.805
H 0.380 -1.550 3.301
H -1.584 -0.045 -4.862
C -0.109 -0.903 2.497
C 1.986 2.768 4.179
H 2.366 -0.474 0.270
H -1.038 -1.461 -1.805
C -1.390 0.739 -2.063
C 0.181 -1.126 -4.431
H 3.270 2.170 5.816
H -3.156 -0.044 -2.702
H -0.756 -0.271 3.135
S -1.940 -0.524 0.177
H -1.142 1.597 -1.335
H 0.537 1.142 -2.943
C 0.591 -1.729 -5.775
C -0.947 -0.500 -1.274
N 1.623 -0.932 0.754
H 1.078 -0.981 -3.765
H 1.396 3.315 4.933
H -0.020 0.705 -5.343
H 0.841 1.022 4.737
H -3.099 1.614 -2.832
H 0.076 -0.468 -0.868
H -0.773 2.020 -3.606
H 0.250 1.845 3.319
H -0.324 -1.838 -6.339
C 1.160 1.540 3.766
H 2.184 3.428 3.282
C 1.894 0.590 2.825
H 1.256 -1.095 -6.397
H 0.360 0.723 1.356
H 2.458 -0.114 3.466
C 0.955 -0.073 1.820
H 1.068 -2.678 -5.656
H -0.406 -1.925 -3.975
H 2.022 -1.828 0.995
C -0.468 1.011 -3.277
```

Properties
HOMO-LUMO gap (eV): 8.97
SMILES: CCCC[C@@H](N)CSSC[C@H](N)CCCC
E_tot (a.u.): -1379.8799
Highest occupied orbital energy (eV): -8.1503


The following is a DFT calculation (ωB97M-V with the def2-TZVPD basis set) of a single C12H28N2S2 molecule in a non-equilibrium geometry.

Geometry as XYZ:
```
44
Properties=species:S:1:pos:R:3
C 0.112 -3.234 0.423
H 2.141 -5.134 2.570
H -0.008 -6.292 2.253
C -0.338 -1.795 0.376
H 0.181 -6.048 0.437
H -0.379 4.691 -4.770
H 0.182 -3.737 2.625
H 2.764 3.264 0.457
S -2.056 0.197 1.543
H -1.965 3.791 -4.525
N 1.755 3.181 0.482
C 0.697 -6.152 1.417
H 0.786 -3.470 -0.422
H -0.891 -1.560 2.575
C 1.683 2.209 -1.896
C -0.147 1.823 -0.118
H -2.170 -2.126 1.391
N -0.931 -1.390 -0.941
H 2.779 2.323 -2.085
H 0.762 4.095 -1.820
H 1.303 -7.067 1.444
H 1.496 1.291 -2.482
H -0.485 0.916 -0.598
H 2.340 -4.808 0.798
C -0.353 2.896 -3.351
H -0.357 -1.809 -1.669
H -1.875 -1.774 -0.942
H -1.031 2.491 -2.591
H -1.306 4.911 -3.389
C 0.846 -3.595 1.754
H 0.519 -1.147 0.599
H -0.789 2.691 -0.415
H -0.783 -3.870 0.278
H 1.958 1.249 -0.046
H 1.584 3.778 -3.392
C 0.951 3.358 -2.609
C 1.320 2.078 -0.384
H 1.607 -2.831 1.993
H -0.089 2.145 -4.111
C -1.271 -1.477 1.542
S -0.445 1.434 1.624
H 1.360 4.076 0.236
C -1.009 4.102 -4.075
C 1.614 -4.990 1.614
```

Properties
HOMO-LUMO gap (eV): 9.20
SMILES: CCCC[C@@H](N)CSSC[C@H](N)CCCC
E_tot (a.u.): -1379.8961
Highest occupied orbital energy (eV): -8.3914


The following is a DFT calculation (ωB97M-V with the def2-TZVPD basis set) of a molecular structure, C12H28NO11P2Sn in a non-equilibrium geometry.

Geometry as XYZ:
```
55
Properties=species:S:1:pos:R:3
H 5.458 -2.659 2.715
C -2.505 -1.182 -1.110
H 3.942 -2.859 3.604
H 1.429 3.592 -0.491
O -0.361 2.154 -1.453
H 4.452 -4.099 2.463
H 5.192 -2.762 0.226
H -2.168 -1.628 -3.204
H 0.550 4.317 0.886
H 0.174 3.193 2.675
O -0.604 -0.453 -2.533
H 5.797 0.208 2.131
H -2.994 -1.612 1.406
O 3.323 -0.185 0.152
C -1.018 0.712 -3.217
H -0.341 1.228 3.847
H -1.810 0.470 -3.934
H -1.828 -0.340 3.271
C 0.872 2.384 2.447
O 1.163 -2.414 2.817
O 1.283 -2.232 0.266
O 5.387 -0.370 1.488
O -1.690 -0.849 -0.010
H 3.674 -3.377 -0.214
C 0.670 3.414 0.278
H 1.169 -0.711 3.336
N 4.183 -2.602 0.220
H -0.985 -2.340 -2.055
H -3.074 -2.097 -0.896
C -0.646 3.096 -0.435
H -3.226 -0.376 -1.314
C -1.575 -1.452 -2.298
O 2.023 -4.345 1.373
H -2.312 1.527 -1.656
C -1.337 -0.577 2.319
P 1.894 -2.748 1.575
C 0.308 1.038 2.963
P 3.736 -0.386 1.657
H -0.129 1.057 -3.753
H 1.816 2.535 2.983
H -1.057 4.013 -0.882
H -1.374 2.672 0.270
H -1.760 2.714 -2.867
C -1.464 1.835 -2.279
H -0.749 -1.494 2.424
C 4.435 -3.026 2.651
C 3.674 -2.301 1.573
O -0.494 0.505 1.938
H 3.953 -1.673 -0.273
H -3.025 0.170 1.197
H 1.382 -4.794 1.920
O 1.149 2.339 1.059
C -2.377 -0.722 1.216
Sn 0.998 -0.027 -0.302
O 1.379 0.246 3.311
```

Properties
HOMO-LUMO gap (eV): 8.61
Charge: +1
E_tot (a.u.): -2253.3927
Highest occupied orbital energy (eV): -11.0201


The following is a DFT calculation (ωB97M-V with the def2-TZVPD basis set) of 3 unconnected molecules or ions with the total composition C12H28NO8S2 in a non-equilibrium geometry.

Geometry as XYZ:
```
51
Properties=species:S:1:pos:R:3
H 4.814 0.397 -3.044
C 0.944 1.556 -1.258
C -3.705 0.825 -1.825
C 5.412 -1.582 -3.789
O -4.706 1.441 6.178
O 6.314 0.252 -0.018
H -4.465 -1.320 6.726
H 2.848 -2.945 -3.300
O -2.311 0.149 0.278
H 0.910 0.467 -1.207
C 5.212 0.359 -0.646
N 5.465 -2.105 -0.977
H 5.733 -0.945 -4.662
H -2.453 1.461 3.707
H 3.611 -1.100 -0.832
H 0.967 1.829 -2.315
H 6.352 -1.935 -3.309
H 2.486 0.175 -3.125
C 3.011 -0.763 -3.432
C -5.480 -1.029 6.463
H -3.845 2.511 3.919
H -4.282 -0.097 -1.881
S -5.415 0.424 5.461
C 4.505 -0.669 -2.882
C 4.605 -0.951 -1.339
H 5.230 -2.944 -1.516
C -3.402 1.762 3.261
H -6.043 -0.786 7.363
H 3.043 -0.828 -4.553
H 5.213 -2.342 -0.013
H 4.834 -2.432 -4.244
H -3.886 -0.118 2.365
H -5.981 -1.819 5.908
H -4.211 1.548 -1.187
O -4.460 -0.170 4.320
H -0.327 1.849 0.470
O -6.714 0.664 4.903
H -0.149 3.259 -0.565
O 4.564 1.431 -0.729
H 2.092 -2.103 -1.847
H 1.872 1.886 -0.786
S -2.134 0.436 -1.117
O -1.486 1.890 -1.271
H -3.550 1.229 -2.824
H -3.208 2.233 2.295
C -4.319 0.567 3.094
H 1.242 -2.126 -3.422
H -5.298 0.869 2.713
C 2.260 -2.061 -2.947
O -1.456 -0.472 -1.991
C -0.257 2.173 -0.572
```

Properties
HOMO-LUMO gap (eV): 5.80
Charge: -1
E_tot (a.u.): -1927.0979
Highest occupied orbital energy (eV): -3.9019